1.
The following is a quantum chemistry calculation of the molecule C4H10O2 in a non-equilibrium geometry, from OMol25.

The geometry in XYZ format:
```
16
Properties=species:S:1:pos:R:3:forces:R:3
O -1.3321 0.1474 -1.3954 -0.7908 1.0825 -0.1649
C -1.6936 -0.2464 -0.0626 -0.2430 0.0567 0.0566
C -0.5116 -1.1048 0.3876 -0.1399 0.1660 0.1468
C 0.6242 -0.3965 1.1550 -0.0175 -0.0290 -0.1600
C 1.4646 0.5233 0.2801 0.2533 -0.2634 0.1575
O 0.6734 1.6321 -0.1529 0.1050 0.2059 -0.1403
H -0.6633 0.8509 -1.2950 -0.3052 -0.2410 0.0460
H -1.9095 0.6316 0.5606 0.0173 -0.1889 -0.0564
H -2.5954 -0.8694 -0.1534 0.2187 0.3174 0.0161
H -0.2922 -1.2170 -0.6773 1.4789 -1.4425 0.4664
H -0.7799 -2.0668 0.8534 -0.0212 0.4612 -0.1009
H 1.3101 -1.1496 1.5694 -0.1404 0.1232 -0.1311
H 0.2674 0.1922 2.0180 -0.1249 -0.2429 -0.2920
H 1.8399 -0.0394 -0.5888 -0.0655 0.1117 0.1274
H 2.3276 0.8897 0.8517 -0.1033 -0.0338 -0.0728
H 1.2442 2.2451 -0.6327 -0.1213 -0.0830 0.1018
```
Forces are in eV/Å.

- E_HOMO (Eh) = -0.363
- charge = 0
- frontier orbital gap (hartree) = 0.3900
- relative energy (zero: lowest compared OMol25 entry of this formula, charge and spin) (eV) = 1.3572

Atom charges from the natural (NBO) analysis, given in e for atoms 1 to 2:
1 O -0.754
2 C -0.074

***

2.
The following is a quantum chemistry calculation of the molecule C23H25N3O6, from OMol25.

The geometry in XYZ format:
```
57
Properties=species:S:1:pos:R:3:forces:R:3
C -4.0063 -3.0794 0.6815 0.0908 -0.1471 0.1072
H -4.6686 -3.9363 0.5678 0.0906 0.0247 0.0322
O -4.6596 -2.0091 0.0444 -0.0655 0.3059 -0.1208
C -4.0660 -0.7832 0.0527 -0.0439 0.3278 -0.1040
C -4.7812 0.2374 -0.5639 -0.0618 0.0178 -0.0385
C -4.2701 1.5293 -0.6103 -0.0074 -0.4828 0.1055
C -3.0302 1.8093 -0.0433 0.0510 0.3966 -0.0782
C -2.3213 0.7854 0.5681 -0.4359 0.1129 -0.2326
C -2.8305 -0.5092 0.6253 0.0452 -0.2342 0.0677
H -2.2530 -1.2746 1.1177 0.0499 -0.1344 0.0605
N -1.0717 0.9970 1.1630 -0.1177 -0.5442 0.0520
C -0.3894 2.1486 1.3225 0.5721 -0.0071 0.3719
O -0.7324 3.2576 0.9713 -0.1079 0.2616 -0.0837
C 0.9538 1.9114 2.0402 -0.2777 0.1203 0.1301
N 1.9145 1.2309 1.1883 -0.1616 -0.1782 0.1565
C 1.9337 -0.1399 1.2571 -0.0173 0.2523 0.1009
O 1.0930 -0.7438 1.9068 -0.1112 -0.1959 0.1450
N 2.9563 -0.7849 0.6090 0.1580 -0.1757 0.0291
C 3.9517 -0.1705 -0.1428 0.0672 0.0579 0.1343
O 4.8452 -0.8251 -0.6356 -0.0065 0.0006 -0.0842
C 3.7948 1.2730 -0.2955 -0.0532 0.4344 -0.1036
C 4.6722 1.9710 -1.1265 -0.1384 -0.1028 0.1368
C 4.5004 3.3194 -1.3425 0.0450 0.0303 -0.0506
C 3.4276 3.9748 -0.7482 0.0639 -0.1135 0.0247
C 2.5509 3.3032 0.0793 -0.0853 0.0021 0.0912
C 2.7383 1.9429 0.3347 0.6037 0.0772 -0.4625
H 1.7068 3.8301 0.4927 -0.1171 0.0225 0.0733
H 3.2683 5.0253 -0.9392 -0.0340 0.0879 -0.0036
H 5.1804 3.8611 -1.9810 0.0581 0.0367 -0.0660
H 5.4735 1.4165 -1.5900 0.0636 -0.0439 -0.0381
C 2.9047 -2.2367 0.5754 -0.2243 -0.3223 -0.2652
H 2.3168 -2.5659 1.4327 0.1265 -0.0023 -0.1020
H 3.9236 -2.6215 0.6335 -0.1204 0.0004 0.0324
C 2.2481 -2.6857 -0.7471 0.5146 -0.1059 0.1254
H 2.9278 -2.4404 -1.5688 -0.0718 -0.0604 0.1111
O 1.0571 -1.9588 -0.9804 0.0268 0.1583 -0.1227
C -0.0139 -2.7193 -0.4640 -0.2924 -0.2568 0.0944
H -0.9254 -2.3590 -0.9427 -0.0024 -0.0271 0.0950
C 0.3329 -4.1721 -0.7992 -0.0544 0.2481 -0.0308
H -0.1320 -4.8753 -0.1118 -0.0435 -0.0572 -0.0104
H 0.0091 -4.4039 -1.8134 -0.0266 -0.0279 0.0140
C 1.8655 -4.1800 -0.7093 0.0463 0.1681 -0.0602
H 2.3145 -4.7226 -1.5379 0.0345 -0.0532 0.0391
H 2.2060 -4.6326 0.2213 0.0495 -0.0661 0.0228
H -0.0877 -2.5762 0.6235 -0.0559 0.0079 -0.0644
H 1.3694 2.8686 2.3571 -0.1139 -0.1058 -0.0899
H 0.7871 1.2802 2.9176 0.0761 0.1471 -0.1303
H -0.6126 0.1556 1.5074 0.0560 0.2387 -0.0036
H -2.6073 2.7971 -0.0624 0.0006 0.0507 -0.0105
O -5.0517 2.4525 -1.2284 -0.0197 -0.3313 0.0620
C -4.5938 3.7834 -1.2939 0.0837 0.2301 -0.0109
H -4.4488 4.2078 -0.2959 0.0077 -0.0203 -0.0394
H -3.6595 3.8596 -1.8582 -0.0287 -0.0041 0.0341
H -5.3753 4.3368 -1.8123 0.0825 -0.0017 0.0405
H -5.7398 0.0249 -1.0053 -0.1561 -0.0369 -0.0672
H -3.0426 -3.3036 0.2119 -0.0234 0.0217 0.0229
H -3.8533 -2.8810 1.7472 0.0121 -0.0017 -0.0388
```
Forces are in eV/Å.

- E_HOMO (Eh) = -0.301
- charge = 0
- frontier orbital gap (hartree) = 0.3102
- relative energy (zero: lowest compared OMol25 entry of this formula, charge and spin) (eV) = 0.0000

Atom charges from the natural (NBO) analysis, given in e for atoms 1 to 2:
1 C -0.251
2 H 0.201

***

3.
The following is a quantum chemistry calculation of a structure of composition C4H5KLiO in a non-equilibrium geometry, from OMol25.

The geometry in XYZ format:
```
12
Properties=species:S:1:pos:R:3:forces:R:3
C -1.6382 -0.8040 -0.0827 0.9356 0.0806 0.0822
C -0.4005 -0.9642 0.0946 -0.0304 -1.4117 -0.0241
H -0.8298 -0.9032 -1.0906 0.1150 0.0835 0.1704
H 0.5739 -1.4909 0.2965 -1.2200 1.3007 -0.2975
K -4.6192 -0.8071 -0.4761 0.2702 0.0480 0.0438
C 2.1907 1.4323 -0.1554 0.2825 0.3918 -0.3218
C 3.2397 1.0207 -0.9189 -0.2985 -0.2501 0.4797
O 4.3575 0.5186 -0.4640 0.1547 -0.0897 0.5222
Li 5.2581 0.4529 1.0435 -0.3452 0.0611 -0.8048
H 2.2627 1.4159 0.9356 -0.0081 0.0274 -0.2280
H 1.4233 2.0648 -0.6022 -0.0211 -0.4348 0.0847
H 3.1265 1.0459 -2.0179 0.1652 0.1931 0.2933
```
Forces are in eV/Å.

- E_HOMO (Eh) = -0.344
- charge = +1
- frontier orbital gap (hartree) = 0.2076
- relative energy (zero: lowest compared OMol25 entry of this formula, charge and spin) (eV) = 0.4655

Atom charges from the Mulliken analysis, given in e for atoms 1 to 2:
1 C -0.531
2 C -0.143

***

4.
The following is a quantum chemistry calculation of the molecule C21H29N5O2S in a non-equilibrium geometry, from OMol25.

The geometry in XYZ format:
```
58
Properties=species:S:1:pos:R:3:forces:R:3
C 3.4574 -6.4232 2.0178 -0.0434 -0.1819 0.0240
H 4.1129 -6.8804 2.7545 0.0886 0.0248 0.0863
H 4.0598 -6.0783 1.1809 0.0543 0.0670 -0.0424
H 2.9689 -5.5629 2.4706 0.0460 0.1020 0.0577
C 2.4171 -7.4363 1.5385 0.1931 0.0904 0.1860
C 1.5096 -6.8328 0.5339 -0.5703 0.3579 0.4111
N 1.4538 -7.1585 -0.7025 1.1067 -0.9218 0.4441
N 0.5792 -6.4701 -1.4194 -1.0739 0.7929 -1.0490
C -0.0700 -5.5791 -0.7399 0.4098 -0.1539 1.1514
N -0.9849 -4.7859 -1.3692 -0.2422 -0.0113 -0.8364
C -1.8182 -3.7667 -0.9813 0.0505 -0.2750 0.1593
O -2.3445 -3.0939 -1.8405 -0.1583 0.2262 0.0043
C -2.1156 -3.5517 0.4859 0.1017 0.3356 -0.0519
H -1.5339 -4.2085 1.1253 -0.1963 0.0413 0.0133
C -1.8271 -2.0872 0.8229 0.0728 -0.3264 -0.1790
C -0.3665 -1.7829 0.5142 -0.2940 0.2251 0.3165
O 0.3857 -2.6524 0.1057 0.0279 -0.2224 -0.1314
N 0.0580 -0.5224 0.7360 0.2758 0.1753 0.0669
C -0.7611 0.6253 1.0468 -0.3438 0.2416 -0.1850
H -1.7515 0.3266 1.3815 0.0408 -0.0148 0.0205
C -0.8625 1.5269 -0.1853 -0.0569 0.0162 0.3477
N 0.4692 1.9457 -0.5794 -0.0789 -0.1221 -0.1351
C 1.2773 0.7876 -0.9143 0.1238 -0.0899 0.2315
C 1.3842 -0.1292 0.3038 0.3296 -0.1525 -0.3321
H 1.9437 -1.0320 0.0573 -0.0281 0.1442 0.0729
H 1.8777 0.4010 1.1240 0.0105 -0.0104 -0.0508
H 2.2752 1.1261 -1.2020 -0.0093 -0.0225 -0.0331
H 0.8452 0.2172 -1.7561 0.0433 0.0230 0.0117
C 0.4368 2.9262 -1.6572 -0.0029 0.0079 0.0687
C -0.2361 4.1997 -1.2209 -0.0668 0.0358 -0.1584
C -1.4296 4.5928 -1.8093 0.0988 -0.0236 -0.0130
C -2.0706 5.7552 -1.4227 -0.0112 0.0676 0.0532
C -1.5290 6.5547 -0.4264 -0.0601 -0.0504 -0.0324
C -0.3358 6.1573 0.1617 -0.0624 -0.0549 -0.0562
C 0.3210 4.9960 -0.2169 -0.0239 -0.0087 -0.0032
C 1.6132 4.6121 0.4357 0.0245 0.0338 0.0507
H 1.5823 3.5695 0.7418 0.0907 -0.0099 0.0532
H 1.8104 5.2405 1.3005 0.0631 0.0558 0.0397
H 2.4372 4.7292 -0.2685 0.1433 -0.0139 -0.0177
H 0.0956 6.7734 0.9390 0.0581 0.0558 0.1069
C -2.2009 7.8285 -0.0116 0.0438 0.0262 -0.0573
H -3.2786 7.7587 -0.1410 -0.0713 0.0486 0.0237
H -1.9833 8.0626 1.0279 -0.0297 0.0583 0.0632
H -1.8413 8.6551 -0.6256 -0.0308 0.0995 0.0122
H -2.9984 6.0409 -1.8968 -0.1104 0.0339 -0.0351
H -1.8650 3.9784 -2.5854 -0.0293 -0.0879 -0.0746
H 1.4739 3.1380 -1.9351 -0.0204 -0.0634 -0.0575
H -0.0772 2.5227 -2.5472 0.0797 0.0429 0.0189
H -1.4493 2.4156 0.0554 -0.0399 -0.0807 -0.0109
H -1.3726 0.9760 -0.9974 -0.0153 0.0280 0.0167
H -0.2701 1.1835 1.8517 -0.1134 -0.0196 -0.0159
H -2.0419 -1.8900 1.8743 -0.0398 0.0899 -0.0339
H -2.4611 -1.4553 0.1979 -0.0293 0.0358 0.1158
H -3.1784 -3.7554 0.6360 0.0674 -0.0530 -0.0271
H -0.9227 -4.8786 -2.3803 -0.0764 0.0439 0.1774
S 0.3948 -5.5303 0.9477 0.3514 -0.5495 -0.7661
H 2.9083 -8.2917 1.0728 -0.1157 -0.0022 0.0095
H 1.8295 -7.7873 2.3904 0.0483 -0.1047 -0.0296
```
Forces are in eV/Å.

- E_HOMO (Eh) = -0.320
- charge = 0
- frontier orbital gap (hartree) = 0.3377
- relative energy (zero: lowest compared OMol25 entry of this formula, charge and spin) (eV) = 0.0445

Atom charges from the natural (NBO) analysis, given in e for atoms 1 to 2:
1 C -0.594
2 H 0.212